Arrangement P

A structure of composition C49H42IrN3O3PS2, computed with the ωB97M-V functional and the def2-TZVPD basis.

Element x y z (Å)
1 Ir -0.61254 0.67446 -0.08924
2 C -2.07157 -1.66838 4.68617
3 O -3.28606 -2.14106 4.10529
4 C -3.28271 -3.32574 3.43810
5 C -4.35428 -4.18158 3.67762
6 C -4.45005 -5.39561 3.02233
7 C -3.47610 -5.77587 2.10679
8 C -2.42852 -4.91458 1.83540
9 C -2.32278 -3.68846 2.48649
10 N -1.25828 -2.80832 2.15911
11 C -1.48600 -1.64804 1.47991
12 N -2.72672 -1.40973 1.03902
13 C -3.28815 -0.15165 0.73434
14 C -2.53927 0.91116 0.23476
15 C -3.20313 2.09791 -0.06898
16 C -4.56809 2.22788 0.14279
17 C -5.31012 1.15898 0.62819
18 C -4.66616 -0.03214 0.90852
19 O -5.34960 -1.13796 1.37563
20 C -6.20329 -1.72950 0.39764
21 N -0.52077 -0.77952 1.29191
22 C 0.70604 -0.75185 1.98471
23 C 0.97578 0.63062 2.50122
24 C 2.38108 0.83320 2.95788
25 C 3.28784 -0.16968 2.92462
26 C 2.95994 -1.46454 2.44526
27 C 1.67236 -1.71655 1.93798
28 O 1.33915 -2.91642 1.36874
29 C 2.31415 -3.54082 0.53466
30 H -2.35482 -1.15883 5.60496
31 H -1.56691 -0.96226 4.02560
32 H -1.39422 -2.49116 4.91751
33 H -5.09716 -3.86850 4.39906
34 H -5.28543 -6.05094 3.23168
35 H -3.54472 -6.72419 1.59176
36 H -1.68378 -5.16353 1.08835
37 H -0.35227 -3.21793 1.94786
38 H -3.40352 -2.14218 1.19894
39 H -2.64521 2.92873 -0.48454
40 H -5.05974 3.16479 -0.08515
41 H -6.37702 1.23883 0.79086
42 H -7.00450 -1.04604 0.10940
43 H -6.62960 -2.61980 0.85461
44 H -5.63652 -2.00842 -0.49542
45 H 0.28186 0.83120 3.33538
46 H 2.65968 1.82259 3.29919
47 H 4.30090 0.01428 3.26073
48 H 3.70808 -2.24363 2.42516
49 H 1.76043 -4.19509 -0.13451
50 H 3.02194 -4.12322 1.12835
51 H 2.84593 -2.79228 -0.05232
52 C 0.54195 1.52489 1.34339
53 C 1.14321 2.57087 0.89557
54 C 1.68283 3.67415 0.41080
55 C 1.31058 5.00606 0.95499
56 C 1.47649 6.15498 0.18110
57 C 1.10782 7.39686 0.67579
58 C 0.57269 7.51087 1.95057
59 C 0.40750 6.37341 2.72954
60 C 0.77526 5.13255 2.23678
61 C 2.70636 3.60397 -0.67027
62 C 4.00400 4.06216 -0.43490
63 C 4.96837 3.97350 -1.42429
64 C 4.64524 3.44263 -2.66880
65 C 3.35282 3.01110 -2.91723
66 C 2.38567 3.09503 -1.92343
67 H 1.89108 6.07047 -0.81529
68 H 1.23640 8.27864 0.06109
69 H 0.28811 8.48112 2.33659
70 H -0.00416 6.45504 3.72747
71 H 0.65017 4.24507 2.84530
72 H 4.25019 4.48020 0.53393
73 H 5.97528 4.31912 -1.22717
74 H 5.39979 3.37476 -3.44195
75 H 3.09155 2.60584 -3.88687
76 H 1.36946 2.77217 -2.12366
77 S -0.70853 -2.89129 -1.68850
78 P 0.00685 -1.32776 -2.63156
79 S -1.04610 0.44425 -2.41402
80 C 1.77539 -1.11588 -2.23017
81 C 2.68254 -2.00831 -2.80384
82 C 4.02722 -1.94216 -2.47781
83 C 4.48328 -0.99405 -1.56616
84 C 3.58793 -0.10786 -0.98965
85 C 2.24395 -0.17017 -1.33309
86 C 0.03819 -1.54315 -4.43877
87 C 0.60554 -0.54650 -5.23173
88 C 0.64037 -0.69016 -6.60770
89 C 0.10459 -1.82906 -7.19908
90 C -0.46132 -2.81964 -6.41265
91 C -0.49357 -2.67902 -5.03038
92 H 2.33250 -2.75520 -3.50674
93 H 4.72327 -2.63376 -2.93542
94 H 5.53539 -0.94392 -1.31587
95 H 3.92509 0.65087 -0.29337
96 H 1.57698 0.57043 -0.91050
97 H 1.01413 0.34332 -4.76638
98 H 1.08093 0.08477 -7.22177
99 H 0.12907 -1.94016 -8.27570
100 H -0.87969 -3.70530 -6.87336
101 H -0.92816 -3.44439 -4.39921

The calculation puts the orbital gap (alpha / beta) at 6.770 / 6.549 eV. As for the spin multiplicity: 2. Its highest occupied orbital energy (alpha / beta) is -7.0 / -7.3 eV. The total charge is 0. Its lowest unoccupied orbital energy (alpha / beta) is -0.20 / -0.71 eV.

Mulliken atomic charge list, values in e, 99 entries: Ir 2.219; C -0.766; O -0.491; C 0.974; C -0.448; C -0.488; C -0.801; C -0.656; C -0.305; N 0.943; C -0.872; N 0.669; C 0.329; C -1.048; C -0.746; C -0.896; C -0.426; C 0.678; O -0.397; C -0.887; N 0.312; C -1.290; C 1.229; C -1.353; C -0.615; C -0.916; C 1.202; O -0.739; C -0.699; H 0.405; H 0.200; H 0.286; H 0.450; H 0.397; H 0.411; H 0.490; H 0.230; H 0.361; H 0.471; H 0.416; H 0.500; H 0.372; H 0.259; H 0.308; H 0.419; H 0.501; H 0.414; H 0.416; H 0.339; H 0.388; H 0.155; C -0.564; C -0.080; C -0.415; C 0.333; C -0.286; C -0.776; C -0.471; C -0.734; C -0.263; C 0.176; C -0.053; C -0.861; C -0.503; C -0.689; C 0.187; H 0.445; H 0.396; H 0.383; H 0.408; H 0.405; H 0.485; H 0.396; H 0.412; H 0.413; H 0.439; S -0.646; P 1.574; S -0.701; C 0.763; C -0.446; C -0.836; C -0.952; C -0.888; C 1.617; C 0.029; C -0.373; C -0.660; C -0.439; C -0.625; C -0.369; H 0.481; H 0.396; H 0.402; H 0.481; H -1.835; H 0.424; H 0.403; H 0.378

---

Arrangement Q

A structure of composition C49H42IrN3O3PS2, computed with the ωB97M-V functional and the def2-TZVPD basis.

Element x y z (Å)
1 Ir 0.55921 -0.30698 -0.15308
2 C -4.44894 -1.13016 -1.80152
3 O -4.02093 -0.67863 -0.52569
4 C -4.95461 -0.26198 0.36639
5 C -6.30115 -0.10117 0.06914
6 C -7.18682 0.32275 1.05336
7 C -6.73640 0.59862 2.33222
8 C -5.38655 0.45765 2.62486
9 C -4.49032 0.02613 1.66231
10 N -3.12297 -0.15482 2.01777
11 C -2.09038 0.11150 1.13562
12 N -2.14410 1.32589 0.56000
13 C -1.49245 1.76420 -0.61462
14 C -0.31630 1.19035 -1.09010
15 C 0.28213 1.76253 -2.21217
16 C -0.26614 2.86970 -2.84355
17 C -1.43782 3.44012 -2.35695
18 C -2.04545 2.88569 -1.24563
19 O -3.17401 3.47122 -0.69916
20 C -4.41896 2.99287 -1.20796
21 N -1.11047 -0.71544 0.91822
22 C -1.14218 -2.06684 1.37610
23 C -2.26217 -2.87177 1.26584
24 C -2.22383 -4.20222 1.67370
25 C -1.05180 -4.74204 2.17167
26 C 0.09794 -3.96177 2.25807
27 C 0.05275 -2.64394 1.85090
28 O 1.11433 -1.80799 1.84814
29 C 2.38135 -2.24851 2.30787
30 H -3.55685 -1.50632 -2.29562
31 H -4.87092 -0.31147 -2.38870
32 H -5.18675 -1.93050 -1.70583
33 H -6.66531 -0.31286 -0.92607
34 H -8.23320 0.43937 0.80746
35 H -7.42345 0.93173 3.09692
36 H -5.00694 0.68795 3.61223
37 H -2.94137 -0.91277 2.65889
38 H -2.85145 1.95562 0.90869
39 H 1.20549 1.33515 -2.58468
40 H 0.22704 3.29778 -3.70686
41 H -1.87610 4.31832 -2.81174
42 H -4.91844 3.79467 -1.75343
43 H -5.05265 2.68043 -0.37588
44 H -4.26359 2.14743 -1.87898
45 H -3.16600 -2.45973 0.83081
46 H -3.11020 -4.81422 1.58099
47 H -1.01662 -5.77632 2.48591
48 H 1.01823 -4.38737 2.63266
49 H 3.06281 -1.42702 2.10676
50 H 2.70653 -3.14083 1.76310
51 H 2.34579 -2.45508 3.37841
52 C 1.41466 1.04177 0.98694
53 C 1.94085 1.95135 1.59808
54 C 2.50555 3.05655 2.25545
55 C 2.06113 4.39314 1.84636
56 C 1.49817 4.57727 0.57459
57 C 1.02276 5.81405 0.17573
58 C 1.08710 6.90429 1.03510
59 C 1.62328 6.73578 2.30544
60 C 2.10089 5.49893 2.70875
61 C 3.51080 2.82900 3.29874
62 C 4.55399 3.73272 3.54718
63 C 5.51499 3.46814 4.50962
64 C 5.46426 2.29671 5.25531
65 C 4.44121 1.38618 5.01676
66 C 3.48375 1.64553 4.05049
67 H 1.43032 3.72515 -0.09116
68 H 0.59466 5.92783 -0.81261
69 H 0.71297 7.87082 0.72302
70 H 1.65791 7.57173 2.99302
71 H 2.48819 5.37779 3.71102
72 H 4.62172 4.63813 2.95993
73 H 6.31603 4.17836 4.67335
74 H 6.21425 2.09414 6.00900
75 H 4.38787 0.47058 5.59411
76 H 2.68100 0.94065 3.86698
77 S 2.78555 -1.17499 -1.10778
78 P 1.59310 -2.32140 -2.25776
79 S -0.33258 -2.01293 -1.74360
80 C 1.86369 -1.99285 -4.01658
81 C 3.04185 -2.43871 -4.61641
82 C 3.29475 -2.14677 -5.94562
83 C 2.37630 -1.40337 -6.67722
84 C 1.20963 -0.95397 -6.07972
85 C 0.94958 -1.24691 -4.74784
86 C 2.02318 -4.06555 -2.06596
87 C 1.34207 -5.00700 -2.83467
88 C 1.61307 -6.35304 -2.66906
89 C 2.56394 -6.76456 -1.74071
90 C 3.24519 -5.82917 -0.97981
91 C 2.97565 -4.47594 -1.14234
92 H 3.75852 -3.01616 -4.04381
93 H 4.20627 -2.49664 -6.41116
94 H 2.57523 -1.17246 -7.71526
95 H 0.49898 -0.36864 -6.64787
96 H 0.04689 -0.89456 -4.26959
97 H 0.59808 -4.68373 -3.55301
98 H 1.08341 -7.08491 -3.26394
99 H 2.77332 -7.81858 -1.61540
100 H 3.98944 -6.14917 -0.26315
101 H 3.50757 -3.73351 -0.55971

The calculation puts the orbital gap (alpha / beta) at 6.095 / 7.453 eV. As for the spin multiplicity: 2. Its highest occupied orbital energy (alpha / beta) is -5.7 / -7.4 eV. The total charge is 0. Its lowest unoccupied orbital energy (alpha / beta) is 0.44 / 0.06 eV.

Mulliken atomic charge list, values in e, 99 entries: Ir 2.311; C -1.104; O 0.504; C 0.966; C -0.658; C -0.754; C -0.758; C -0.484; C -0.287; N -0.090; C 0.015; N 0.402; C 0.383; C -1.069; C -0.724; C -1.081; C -0.583; C 1.372; O -0.609; C -0.608; N -0.526; C -0.092; C 0.307; C -1.074; C -0.834; C -0.678; C 0.132; O -0.010; C -1.049; H 0.142; H 0.362; H 0.387; H 0.447; H 0.426; H 0.407; H 0.490; H 0.536; H 0.459; H 0.445; H 0.454; H 0.437; H 0.373; H 0.189; H 0.195; H 0.301; H 0.454; H 0.427; H 0.509; H 0.277; H 0.315; H 0.384; C -0.986; C 0.334; C -0.766; C 0.307; C -0.358; C -0.604; C -0.466; C -0.731; C -0.184; C 0.238; C -0.237; C -0.696; C -0.452; C -0.674; C -0.415; H 0.450; H 0.404; H 0.388; H 0.379; H 0.547; H 0.548; H 0.383; H 0.370; H 0.386; H 0.506; S -0.601; P 1.543; S -0.483; C 0.343; C -0.561; C -0.631; C -0.429; C -0.707; C -0.394; C 0.237; C -0.486; C -0.681; C -0.442; C -0.735; C -0.299; H 0.412; H 0.398; H 0.381; H 0.413; H 0.333; H 0.400; H 0.413; H 0.396

---

Least stable structure: arrangement P

---

Arrangement P

An isolated molecule of C5H11F2N, computed with the ωB97M-V functional and the def2-TZVPD basis.

Element x y z (Å)
1 C -2.02239 -0.50467 -0.55716
2 C 0.31522 0.21567 -0.01183
3 C -0.11407 0.94325 1.26047
4 C 1.51374 0.89056 -0.58778
5 C 0.81715 -1.19703 0.30834
6 H -2.28718 -0.05336 0.41833
7 H -1.98260 -1.59006 -0.35437
8 H -2.73218 -0.19638 -1.31250
9 H -0.41929 -0.30307 -1.76182
10 H -0.93401 0.51010 1.80462
11 H 0.78617 0.77405 1.95756
12 H -0.26680 2.03155 1.01434
13 H 2.23177 1.15330 0.24238
14 H 1.94167 0.19631 -1.30605
15 H 1.18777 1.82244 -1.27199
16 H 1.73897 -1.17056 0.94749
17 N -0.77883 0.16168 -0.98178
18 F 1.10976 -1.80318 -0.84354
19 F -0.10488 -1.88061 1.03528

The calculation puts the orbital gap at 10.049 eV. Its highest occupied orbital energy is -9.1 eV. The total charge is 0. Its lowest unoccupied orbital energy is 0.98 eV.

Want to see where the charge sits? The Mulliken charges in e are: C -0.863; C 1.194; C -1.611; C -1.603; C 0.023; H 0.293; H 0.236; H 0.375; H 0.327; H 0.468; H 0.358; H 0.332; H 0.314; H 0.418; H 0.350; H 0.398; N -0.443; F -0.288; F -0.276

---

Arrangement Q

An isolated molecule of C5H11F2N, computed with the ωB97M-V functional and the def2-TZVPD basis.

Element x y z (Å)
1 C -0.86327 -1.78089 -0.77629
2 C 0.09633 0.37811 -0.01093
3 C -1.04433 0.61078 0.97170
4 C 0.55149 1.72016 -0.58272
5 C 1.29269 -0.17538 0.82113
6 H -1.81367 -1.67015 -0.24181
7 H -0.19718 -2.47575 -0.17433
8 H -1.09027 -2.26089 -1.74753
9 H 0.58451 -0.54762 -1.64127
10 H -1.33488 -0.27328 1.55226
11 H -0.77165 1.37611 1.71636
12 H -1.94825 1.07796 0.52850
13 H 0.79308 2.41768 0.21208
14 H 1.37753 1.45826 -1.23830
15 H -0.30162 1.98404 -1.25561
16 H 1.70965 0.54249 1.56521
17 N -0.25015 -0.47291 -1.09942
18 F 2.25425 -0.56673 -0.08861
19 F 0.95576 -1.34199 1.48959

The calculation puts the orbital gap at 9.964 eV. Its highest occupied orbital energy is -9.0 eV. The total charge is 0. Its lowest unoccupied orbital energy is 0.96 eV.

Want to see where the charge sits? The Mulliken charges in e are: C -0.836; C 1.234; C -1.820; C -1.643; C 0.049; H 0.277; H 0.242; H 0.358; H 0.339; H 0.443; H 0.432; H 0.369; H 0.386; H 0.385; H 0.400; H 0.387; N -0.419; F -0.310; F -0.276

---

Least stable structure: arrangement P

---

Arrangement P

The ion CH3O2S with charge -1, computed with the ωB97M-V functional and the def2-TZVPD basis.

Element x y z (Å)
1 C -0.08220 -0.00468 -1.03717
2 O 2.14483 -1.23355 -0.06661
3 O 2.10710 1.26230 -0.09203
4 S 1.37752 -0.00298 0.05483
5 H -0.37985 1.14186 -0.92601
6 H -0.95454 -0.71489 -0.73500
7 H 1.03953 0.10646 1.62521

The calculation puts the orbital gap at 7.311 eV. Its highest occupied orbital energy is -3.2 eV. The total charge is -1. Its lowest unoccupied orbital energy is 4.16 eV.

Want to see where the charge sits? The Mulliken charges in e are: C -0.729; O -0.589; O -0.617; S 0.650; H 0.124; H 0.146; H 0.014

---

Arrangement Q

A cluster of 2 separate species, CH3O2S in total, computed with the ωB97M-V functional and the def2-TZVPD basis.

Element x y z (Å)
1 C -0.48767 -0.88827 0.16207
2 O 0.10435 1.27631 1.35664
3 O 1.83121 0.30021 0.02101
4 S 0.41105 0.46257 0.21188
5 H -0.26599 -1.60938 -0.69449
6 H -1.59877 -0.83372 0.34259
7 H 0.00582 1.29227 -1.39971

The calculation puts the orbital gap at 7.410 eV. Its highest occupied orbital energy is -3.1 eV. The total charge is -1. Its lowest unoccupied orbital energy is 4.32 eV.

Want to see where the charge sits? The Mulliken charges in e are: C -0.708; O -0.548; O -0.557; S 0.484; H 0.182; H 0.188; H -0.040

---

Least stable structure: arrangement Q